1.
# C14H34BrO7P2Se4SiSn

C14H34BrO7P2Se4SiSn as an isolated structure at a distorted geometry (wB97M-V/def2-TZVPD, OMol25).

Structure (ORCA input):
```
! wB97M-V def2-TZVPD RIJCOSX def2/J DEFGRID3
* xyz 1 1
Sn -2.22916 0.55170 -2.22765
C -6.58011 1.73488 -0.21522
C -5.18066 1.40420 -0.71283
O -5.09499 1.19820 -2.12245
P -3.95105 2.68371 -0.26563
O -4.63675 4.05727 -0.63325
O -3.73374 2.71042 1.27279
O -2.71102 2.42061 -1.07798
P -4.49851 -0.12618 0.07937
O -5.59744 -1.25505 -0.09823
O -4.22640 0.18342 1.50800
O -3.34069 -0.53591 -0.82695
H -6.91700 2.69282 -0.61257
H -6.59103 1.79884 0.87345
H -7.27143 0.95410 -0.53188
H -5.57432 1.90077 -2.58119
H -4.14026 4.85071 -0.38630
H -3.82593 1.77302 1.64345
H -6.21009 -1.29328 0.64932
Se -1.46472 -2.49179 -3.06864
Se -3.46539 -3.39109 -3.00538
Se -3.79646 -4.14597 -0.76449
Se -1.98796 -3.59171 0.32865
C 2.23050 -1.56937 -2.36614
C 2.51078 -1.80520 -0.86911
C 3.97578 -2.26290 -0.69927
C 1.58191 -2.94507 -0.43470
Si 2.27471 -0.26582 0.21283
Br 0.02080 0.62173 -0.78088
C 3.34159 1.24711 -0.20454
C 3.60823 1.33377 -1.71511
C 2.71696 2.59261 0.21311
C 4.68911 1.08202 0.53170
C 1.61966 -0.45686 1.98263
C 1.20521 0.89994 2.57829
C 2.75938 -1.05235 2.83728
C 0.38905 -1.37816 2.09123
H 2.31586 -2.53394 -2.87411
H 2.92933 -0.88833 -2.83974
H 1.22138 -1.19643 -2.53358
H 4.11254 -3.19847 -1.24758
H 4.23720 -2.45308 0.34498
H 4.68601 -1.53880 -1.09890
H 1.68608 -3.76607 -1.14916
H 0.53597 -2.64057 -0.44110
H 1.83799 -3.33476 0.55068
H 2.68618 1.40280 -2.29325
H 4.19358 0.49209 -2.08171
H 4.19072 2.23858 -1.90539
H 1.69953 2.71595 -0.15234
H 3.32502 3.39115 -0.21927
H 2.71367 2.73720 1.28932
H 5.21454 0.16772 0.25238
H 4.56934 1.08431 1.61537
H 5.33214 1.92634 0.27023
H 2.06071 1.55018 2.74993
H 0.73907 0.71452 3.54899
H 0.48319 1.42867 1.95716
H 3.64728 -0.42023 2.85354
H 3.05833 -2.04550 2.49341
H 2.40727 -1.15081 3.86730
H -0.42675 -1.06088 1.44152
H 0.02722 -1.32895 3.12144
H 0.61805 -2.41785 1.87817
*
```

Computed properties:
HOMO energy (spin up / spin down) = -0.4033 / -0.3999 hartree
HOMO-LUMO gap (spin up / spin down) = 6.7 / 6.0 eV

***

2.
# H3OS2

A 2-piece molecular cluster, H3OS2 overall at a distorted geometry (wB97M-V/def2-TZVPD, OMol25).

Structure (ORCA input):
```
! wB97M-V def2-TZVPD RIJCOSX def2/J DEFGRID3
* xyz -1 1
O 1.75150 0.57165 1.07511
H 1.22297 0.19529 1.79877
S -1.10247 0.24852 -2.32531
S -0.89274 -0.70458 -0.47980
H 1.18620 0.82881 0.31390
H -2.16546 -1.13970 -0.38267
*
```

Computed properties:
ΔE to the lowest compared entry with this formula, charge and spin = 8.7 kcal per mole
HOMO energy = -0.0835 hartree
HOMO-LUMO gap = 6.0 eV

***

3.
# C4H5N

A 2-piece molecular cluster, C4H5N overall at a distorted geometry (wB97M-V/def2-TZVPD, OMol25).

Structure (ORCA input):
```
! wB97M-V def2-TZVPD RIJCOSX def2/J DEFGRID3
* xyz 0 1
N 2.24803 0.83192 0.09257
C 1.60306 -0.17118 0.07780
C 0.26888 -0.48629 0.42619
C -1.03077 -0.71913 -0.33872
C -0.51655 0.64256 -0.18032
H 0.20042 -0.66879 1.49612
H -1.80402 -1.12581 0.30865
H -1.01141 -1.13196 -1.34568
H 0.34375 1.60405 0.49901
H -0.15355 1.03635 -1.13430
*
```

Computed properties:
ΔE to the lowest compared entry with this formula, charge and spin = 132.0 kcal per mole
HOMO energy = -0.3397 hartree
HOMO-LUMO gap = 9.4 eV

***

4.
# C6H8S

One molecule with the formula C6H8S at a distorted geometry (wB97M-V/def2-TZVPD, OMol25).

Structure (ORCA input):
```
! wB97M-V def2-TZVPD RIJCOSX def2/J DEFGRID3
* xyz 0 1
C 1.70158 1.59141 -0.04421
C 1.72021 -1.64992 0.28443
C 0.22766 1.77691 0.17471
C 0.26170 -1.73600 -0.07369
C -0.84913 0.72301 -0.41782
C -0.75920 -0.67076 0.24279
S 2.39498 -0.05224 -0.07276
H -0.04311 1.82009 1.24657
H 0.00731 2.86431 -0.24542
H 0.27752 -1.97883 -1.18612
H -0.12902 -2.77582 0.21278
H -1.73938 1.15200 -0.18734
H -0.73208 0.68554 -1.48457
H -1.72808 -1.15627 0.18218
H -0.61094 -0.59343 1.36847
*
```

Computed properties:
ΔE to the lowest compared entry with this formula, charge and spin = 151.6 kcal per mole
HOMO energy = -0.3065 hartree
HOMO-LUMO gap = 6.8 eV

***

5.
# C34H59AsBClF6MoN6O2SbSi3

C34H59AsBClF6MoN6O2SbSi3 as an isolated structure at a distorted geometry (wB97M-V/def2-TZVPD, OMol25).

Structure (ORCA input):
```
! wB97M-V def2-TZVPD RIJCOSX def2/J DEFGRID3
* xyz 2 4
Mo 0.29478 0.35608 0.95906
C -0.86824 5.57792 0.41659
C -0.33610 4.19422 0.12407
C -1.31151 3.42853 -0.78973
C -0.05692 3.54071 1.45831
C 0.03075 4.24954 2.67788
C 0.48368 3.32213 3.64007
N 0.67189 2.11118 3.05824
N 0.16771 2.23350 1.70393
B 1.53235 0.96010 3.57757
N 0.64197 -0.32749 3.63095
C 0.33998 -1.09813 4.70471
C -0.82468 -1.85511 4.41553
C -1.24267 -1.45333 3.14372
N -0.34572 -0.58068 2.66576
C -2.62856 -1.74372 2.49219
C -3.01469 -3.20694 2.73779
C -3.67567 -0.87769 3.13147
N 2.54446 0.64133 2.48984
C 3.83516 0.81595 2.64261
C 4.52335 0.55934 1.39249
C 3.51022 0.25516 0.48274
N 2.27647 0.35565 1.13051
C 3.62723 -0.10680 -1.01340
C 4.31492 1.14011 -1.69174
C 4.53395 -1.33171 -1.04638
H -1.01942 5.98605 -0.56810
H -0.19808 6.28546 0.98624
H -1.81594 5.48268 0.93064
H 0.64051 4.34827 -0.38110
H -2.30776 3.21592 -0.37405
H -0.83569 2.55477 -1.25168
H -1.38070 4.09512 -1.64642
H -0.23251 5.32107 2.73215
H 0.66362 3.42749 4.69053
H 2.00007 1.01352 4.73922
H 0.99391 -1.04524 5.54568
H -1.35915 -2.55922 5.07156
H -2.42769 -1.45215 1.45279
H -3.13981 -3.41603 3.77282
H -2.31363 -3.90488 2.27335
H -3.99105 -3.45324 2.34004
H -4.01426 -1.17500 4.14143
H -4.59504 -0.72832 2.54022
H -3.27192 0.14547 3.20277
H 4.26222 1.09836 3.64118
H 5.55213 0.64495 1.19047
H 2.65001 -0.35012 -1.39739
H 5.19952 1.28132 -1.12089
H 3.76903 2.07358 -1.78490
H 4.66874 0.93078 -2.75998
H 5.49286 -1.23739 -0.55461
H 4.67367 -1.70729 -1.99515
H 3.97925 -2.10587 -0.48506
F -0.62375 6.46918 -2.91967
Sb 1.13935 6.12099 -3.57832
F 0.35058 4.53492 -4.32996
F 0.86747 7.08192 -5.16880
F 2.88366 5.63193 -4.12390
F 1.71034 7.67171 -2.63852
F 1.53129 4.98228 -1.96884
Cl -8.17199 3.04719 -4.00155
C -6.93861 2.37756 -3.08696
C -5.75736 2.20046 -3.80025
C -4.71806 1.55075 -3.09215
C -4.88761 1.09670 -1.77413
C -6.12830 1.39700 -1.09634
C -7.17655 1.89279 -1.81963
C -3.82629 0.33605 -1.09961
O -2.96246 -0.24693 -1.86209
O -3.79107 0.41348 0.16163
H -5.61521 2.51228 -4.84686
H -3.77122 1.29352 -3.53891
H -6.26161 1.16060 -0.08431
H -8.23956 1.87197 -1.36367
C 1.02684 1.92708 -2.82473
Si 0.41871 0.14388 -3.09509
C -1.05363 0.14140 -4.29598
C 1.81321 -0.86639 -3.84529
As -0.63894 -0.55149 -1.05542
Si -1.85621 -2.67808 -1.54863
C -3.32808 -3.13578 -0.52800
C -0.33875 -3.69018 -0.90172
C -2.33648 -2.98763 -3.38577
Si 3.71321 -5.50976 3.13111
C 4.81139 -6.38941 1.83264
C 3.96929 -6.30684 4.82863
C 4.32041 -3.75328 3.17328
H 0.36020 2.75186 -3.16218
H 1.83625 2.00563 -3.56090
H 1.38825 2.07653 -1.80796
H -0.71686 -0.60459 -5.04392
H -1.10255 1.09867 -4.87077
H -1.99104 -0.08893 -3.82250
H 2.19155 -1.69725 -3.18095
H 2.67815 -0.22136 -3.98074
H 1.65593 -1.33021 -4.80979
H -2.95729 -3.97641 0.11288
H -4.18115 -3.50281 -1.13493
H -3.66232 -2.33591 0.12622
H -0.40121 -4.76845 -1.08193
H -0.08829 -3.58533 0.12598
H 0.55078 -3.34295 -1.44866
H -2.82794 -2.10625 -3.83004
H -2.82358 -3.94932 -3.47697
H -1.33018 -3.13160 -3.89672
H 4.19288 -6.55677 0.96316
H 5.08565 -7.32042 2.26309
H 5.68553 -5.67770 1.60032
H 3.05443 -6.44218 5.43444
H 4.64990 -5.63987 5.37887
H 4.50768 -7.24026 4.78928
H 3.66552 -3.17541 3.90401
H 4.43706 -3.25019 2.23635
H 5.34162 -3.65818 3.65575
*
```

Computed properties:
Expectation value of S² = 3.864
HOMO energy (spin up / spin down) = -0.4525 / -0.4511 hartree
HOMO-LUMO gap (spin up / spin down) = 3.0 / 3.0 eV

***

6.
# C35H35N2O8PPdS

C35H35N2O8PPdS as an isolated structure at a distorted geometry (wB97M-V/def2-TZVPD, OMol25).

Structure (ORCA input):
```
! wB97M-V def2-TZVPD RIJCOSX def2/J DEFGRID3
* xyz 2 1
Pd 0.28110 -0.26079 -0.16647
O -1.96256 -0.00587 0.11291
C -2.57669 0.40523 1.09011
C -2.03375 1.08022 2.22932
C -2.91748 1.41992 3.26011
C -2.45729 2.06674 4.36824
C -1.10747 2.40541 4.49602
C -0.22262 2.06082 3.50895
C -0.64732 1.37646 2.34822
O 0.24586 1.10649 1.43960
N -3.39543 2.40637 5.44410
O -4.50636 1.91848 5.39000
O -2.99563 3.14689 6.31552
H -3.66807 0.24744 1.11895
H -3.96965 1.17182 3.19111
H -0.77907 2.92135 5.38757
H 0.82792 2.30723 3.58800
O 2.61709 0.70305 -0.10531
C 2.22814 0.02631 -0.96452
C 2.55644 -0.48916 -2.26763
C 3.72614 -0.08280 -2.91249
C 3.97557 -0.54577 -4.19044
C 3.09547 -1.43119 -4.80131
C 1.95260 -1.86897 -4.13759
C 1.67242 -1.37897 -2.87734
P 0.44431 -1.98932 -1.69290
C -1.06386 -2.56617 -2.43350
C -1.88544 -3.37261 -1.63868
C -3.09936 -3.80834 -2.13832
C -3.49945 -3.43057 -3.41548
C -2.69171 -2.61509 -4.19484
C -1.47502 -2.16896 -3.70453
C 1.33292 -3.40340 -0.99941
C 2.30436 -3.20000 -0.01850
C 3.08601 -4.26003 0.40821
C 2.89558 -5.52676 -0.13342
C 1.93103 -5.73079 -1.10863
C 1.14974 -4.67050 -1.54999
H 4.41320 0.58273 -2.40436
H 4.86585 -0.22539 -4.71475
H 3.31384 -1.79989 -5.79493
H 1.29164 -2.58948 -4.60210
H -1.55980 -3.64017 -0.64070
H -3.73731 -4.44207 -1.53692
H -4.45156 -3.76979 -3.80183
H -3.01122 -2.32131 -5.18542
H -0.85459 -1.51907 -4.30887
H 2.43661 -2.22287 0.42897
H 3.84929 -4.09945 1.15866
H 3.50093 -6.35676 0.20714
H 1.78887 -6.71291 -1.54017
H 0.40320 -4.82818 -2.31816
O -0.34952 -1.25026 3.15818
C -0.50031 -2.08191 2.26615
O -0.22309 -1.99974 1.03215
C -1.11423 -3.43631 2.69473
N -1.11122 -3.40875 4.20048
C -0.13732 -4.44896 4.66823
C -0.21406 -5.50689 3.57651
C -0.30308 -4.67459 2.28989
H -2.13998 -3.46370 2.32984
H -2.03443 -3.57000 4.59583
H -0.81995 -2.41953 4.38975
H -0.40778 -4.80474 5.65819
H 0.85113 -3.99440 4.71118
H -1.11036 -6.11627 3.70644
H 0.64806 -6.16938 3.58865
H -0.78024 -5.22118 1.47964
H 0.69017 -4.37766 1.95379
O 0.15393 1.67508 -1.31559
S 0.76146 2.82016 -0.47254
C -0.49491 4.13462 -0.44441
C 0.22580 5.38745 -0.92922
C 1.10672 4.94043 -2.09371
C 1.89207 3.73855 -1.57852
H -0.89288 4.20431 0.56620
H -1.27366 3.79848 -1.13108
H 0.84166 5.79777 -0.12606
H -0.48465 6.15562 -1.23014
H 1.76971 5.73794 -2.42422
H 0.48449 4.64266 -2.93919
H 2.74034 4.02813 -0.95818
H 2.20855 3.03752 -2.35024
*
```

Computed properties:
HOMO energy = -0.4722 hartree
HOMO-LUMO gap = 5.5 eV